No. 1
DFT (the ωB97M-V functional and the def2-TZVPD basis) results for C16H26BN5O3Rh as an isolated structure at a distorted geometry.

Computed properties:
HOMO level: -10.5992 eV
LUMO energy: -2.497 eV
2S+1: 1
Energy: -1260.08494 Ha
Gap between HOMO and LUMO: 8.10 eV
Net charge: +1

Atoms and positions in Å:
Rh -1.796 0.674 -2.164
C 1.986 3.329 -3.130
N 1.819 2.117 -3.925
C 2.779 1.825 -4.984
C 0.754 1.315 -3.675
N -0.125 1.607 -2.761
N 0.689 0.191 -4.473
C -0.199 -0.880 -4.452
N 0.144 -1.856 -5.329
N -1.200 -0.911 -3.655
H 2.879 3.844 -3.466
H 2.112 3.094 -2.071
H 1.139 4.007 -3.256
H 3.521 2.614 -5.005
H 2.305 1.802 -5.969
H 3.313 0.888 -4.801
H 0.143 2.434 -2.251
H 1.451 0.091 -5.117
H 0.835 -1.713 -6.043
H -0.475 -2.638 -5.448
H -1.714 -1.781 -3.716
C -3.495 3.154 -1.071
C -3.142 1.942 -1.848
O -3.924 1.083 -2.239
H -4.538 3.432 -1.199
H -2.835 3.990 -1.295
H -3.296 2.841 -0.043
C 1.737 -1.746 5.358
C 0.480 -2.303 4.678
C -0.619 -2.514 5.729
C 0.826 -3.658 4.064
C -0.017 -1.306 3.625
C -0.343 -0.006 4.019
C -0.821 0.959 3.135
C -0.956 0.567 1.826
O -1.410 1.313 0.731
B -1.341 0.415 -0.324
O -0.870 -0.832 0.046
C -0.637 -0.704 1.423
C -0.169 -1.668 2.282
H 2.111 -2.457 6.098
H 1.538 -0.806 5.876
H 2.530 -1.567 4.629
H -0.291 -3.236 6.479
H -1.533 -2.895 5.267
H -0.866 -1.585 6.246
H 1.178 -4.332 4.846
H 1.620 -3.577 3.318
H -0.042 -4.128 3.595
H -0.226 0.271 5.058
H -1.072 1.958 3.465
H 0.067 -2.658 1.919

***

No. 2
DFT (the ωB97M-V functional and the def2-TZVPD basis) results for a 2-piece molecular cluster, C16H26BrF5N2O2S overall.

Computed properties:
HOMO level: -4.5252 eV
LUMO energy: -1.744 eV
2S+1: 1
Energy: -4356.61475 Ha
Gap between HOMO and LUMO: 2.78 eV

Atoms and positions in Å:
C -0.085 4.105 3.353
C -1.528 3.677 3.331
O -2.408 4.390 2.933
N -1.764 2.331 3.732
C -3.036 1.775 3.245
C -2.960 1.452 1.758
C -2.113 0.223 1.413
C -0.600 0.482 1.453
C 0.250 -0.433 0.584
S 0.190 -2.187 1.066
C 0.876 -2.612 -0.446
C 1.505 -3.964 -0.585
C 2.467 -4.359 0.553
F 3.737 -4.390 0.053
N 0.727 -1.676 -1.363
C 1.268 -1.809 -2.732
F 0.533 -1.037 -3.550
F 1.094 -3.068 -3.145
C 2.753 -1.370 -2.774
F 3.325 -1.840 -1.655
F 3.286 -1.883 -3.871
C -0.080 -0.477 -0.899
C 0.170 0.878 -1.572
C -1.116 1.556 -2.059
C -1.506 1.266 -3.503
Br -2.692 -0.273 -3.626
H 0.004 5.084 3.826
H 0.245 4.214 2.317
H 0.557 3.383 3.855
H -1.695 2.242 4.741
H -3.230 0.862 3.816
H -3.871 2.457 3.428
H -3.976 1.310 1.382
H -2.557 2.325 1.231
H -2.347 -0.564 2.139
H -2.422 -0.153 0.434
H -0.251 0.375 2.483
H -0.370 1.519 1.188
H 1.306 -0.153 0.673
H 0.681 -4.684 -0.658
H 2.066 -4.051 -1.508
H 2.219 -5.355 0.925
H 2.440 -3.655 1.387
H 2.826 -0.278 -2.786
H -1.120 -0.798 -1.020
H 0.872 0.783 -2.396
H 0.653 1.537 -0.846
H -1.033 2.637 -1.922
H -1.948 1.245 -1.419
H -2.051 2.093 -3.949
H -0.647 1.038 -4.131
O 5.931 -1.678 -2.494
H 5.423 -2.489 -2.391

***

No. 3
DFT (the ωB97M-V functional and the def2-TZVPD basis) results for C16H26ClN3O4Re as an isolated structure at a distorted geometry.

Computed properties:
HOMO level (alpha / beta): -14.2234 / -14.2187 eV
LUMO energy (alpha / beta): -9.451 / -9.016 eV
2S+1: 2
Energy: -1628.45613 Ha
Gap between HOMO and LUMO (alpha / beta): 4.77 / 5.20 eV
Relative energy (zero: lowest compared OMol25 entry of this formula, charge and spin): 34.1 kcal per mole
Net charge: +2
Expectation value of S²: 0.755

Atoms and positions in Å:
Re -0.291 -1.321 -0.477
N 0.692 0.104 -1.794
C 1.978 -0.571 -2.134
C 1.708 -1.987 -2.653
N 0.697 -2.691 -1.788
C 1.085 -3.980 -1.116
C 0.593 -4.010 0.341
N -0.701 -3.272 0.473
H 0.139 0.270 -2.638
H 0.875 1.030 -1.398
H 2.573 -0.618 -1.222
H 2.537 -0.004 -2.879
H 2.645 -2.540 -2.670
H 1.326 -1.940 -3.673
H -0.093 -2.917 -2.398
H 2.167 -4.086 -1.123
H 0.665 -4.814 -1.678
H 1.311 -3.513 0.989
H 0.483 -5.041 0.675
H -0.979 -3.274 1.453
H -1.438 -3.774 -0.025
C -1.608 4.723 1.174
C -0.813 3.468 1.355
C -1.282 2.447 2.180
C -0.570 1.271 2.367
C -1.108 0.174 3.247
C 0.652 1.139 1.705
C 1.211 2.183 0.954
C 2.618 2.109 0.426
C 0.438 3.321 0.756
C 1.430 -0.156 1.822
O 2.336 -0.301 2.583
O 1.073 -1.094 0.917
H -2.674 4.542 1.308
H -1.435 5.172 0.197
H -1.315 5.465 1.921
H -2.230 2.579 2.690
H -1.861 0.563 3.929
H -0.317 -0.288 3.838
H -1.592 -0.605 2.645
H 2.938 1.088 0.207
H 3.298 2.485 1.193
H 2.755 2.733 -0.457
H 0.838 4.135 0.162
Cl -2.637 1.688 -2.864
C -3.546 0.532 -1.835
C -2.456 -0.261 -1.197
O -1.909 0.084 -0.118
O -1.912 -1.267 -1.790
H -4.179 -0.075 -2.475
H -4.117 1.096 -1.105

***

No. 4
DFT (the ωB97M-V functional and the def2-TZVPD basis) results for C16H26CoN4 as an isolated structure.

Computed properties:
HOMO level (alpha / beta): -15.3803 / -15.3866 eV
LUMO energy (alpha / beta): -9.842 / -8.840 eV
2S+1: 2
Energy: -2226.42875 Ha
Gap between HOMO and LUMO (alpha / beta): 5.54 / 6.55 eV
Net charge: +2
Expectation value of S²: 1.080

Atoms and positions in Å:
Co 0.624 -0.328 0.108
C 4.794 1.696 -0.811
C 3.410 1.230 -1.301
C 2.709 2.323 -2.101
C 2.644 0.773 -0.089
C 1.754 1.620 0.616
C 1.061 1.156 1.732
C 1.250 -0.170 2.244
C 0.563 -0.627 3.490
C 2.138 -1.002 1.547
C 2.788 -0.546 0.388
H 5.387 2.015 -1.667
H 5.337 0.899 -0.302
H 4.700 2.543 -0.131
H 3.556 0.355 -1.940
H 2.685 3.271 -1.562
H 1.686 2.049 -2.375
H 3.256 2.500 -3.025
H 1.575 2.629 0.266
H 0.364 1.815 2.236
H 0.277 -1.677 3.432
H -0.311 -0.021 3.720
H 1.260 -0.529 4.326
H 2.277 -2.026 1.872
H 3.409 -1.237 -0.171
C -1.487 -2.061 -0.513
N -1.242 -0.605 -0.117
C -2.169 -0.298 1.047
N -3.533 -0.534 0.690
C -3.705 -1.939 0.308
N -2.862 -2.263 -0.849
C -3.230 -1.396 -1.973
N -3.056 0.015 -1.610
C -1.686 0.268 -1.290
C -3.897 0.320 -0.445
H -1.204 -2.688 0.335
H -0.855 -2.293 -1.377
H -2.020 0.751 1.313
H -1.872 -0.940 1.878
H -4.747 -2.118 0.051
H -3.438 -2.584 1.147
H -4.271 -1.572 -2.235
H -2.609 -1.632 -2.839
H -1.545 1.310 -0.996
H -1.052 0.031 -2.152
H -4.939 0.148 -0.705
H -3.776 1.369 -0.170

***

No. 5
DFT (the ωB97M-V functional and the def2-TZVPD basis) results for C16H26EuN2Si as an isolated structure at a distorted geometry.

Computed properties:
HOMO level (alpha / beta): -6.3299 / -6.2179 eV
LUMO energy (alpha / beta): -1.236 / -1.416 eV
2S+1: 8
Energy: -1734.38507 Ha
Gap between HOMO and LUMO (alpha / beta): 5.09 / 4.80 eV
Expectation value of S²: 15.775

Atoms and positions in Å:
C -1.215 1.903 2.853
C -1.213 -1.771 3.003
H -0.212 2.258 3.135
H -1.749 1.350 3.642
H -1.843 2.620 2.298
H -0.932 -2.748 2.575
H -0.555 -1.407 3.809
H -2.290 -1.645 3.199
C -0.541 2.688 -0.812
C -0.123 3.483 -1.883
C 0.131 2.870 -3.128
C -0.026 1.488 -3.253
H -0.727 3.134 0.187
H 0.024 4.547 -1.708
H 0.459 3.491 -3.960
H 0.223 0.981 -4.177
N -0.710 1.370 -0.956
C -0.461 0.729 -2.146
C -0.576 -0.758 -2.159
N -0.804 -1.379 -0.958
C -0.925 -2.713 -0.858
C -0.485 -2.937 -3.229
C -0.765 -3.523 -1.986
H -1.142 -3.142 0.138
H -0.852 -4.607 -1.858
C -0.381 -1.543 -3.311
H -0.143 -1.059 -4.251
H -0.356 -3.573 -4.103
Eu -1.080 0.002 1.117
C -3.498 0.037 0.734
H -3.794 -1.015 0.612
H -3.624 0.626 -0.186
H -3.956 0.519 1.609
C 2.580 -1.501 0.251
Si 1.989 -0.011 1.267
C 2.558 -0.091 3.085
C 2.643 1.529 0.377
H 2.195 -2.463 0.635
H 3.682 -1.597 0.195
H 2.204 -1.410 -0.786
H 3.652 -0.108 3.256
H 2.164 0.778 3.649
H 2.148 -0.996 3.575
H 3.748 1.597 0.366
H 2.306 1.525 -0.678
H 2.271 2.470 0.818